Computed, not measured: C31H26GeN5NiO2 as an isolated structure at a distorted geometry, with ωB97M-V/def2-TZVPD.

Geometry as ORCA input:
```
! RIJCOSX wB97M-V def2-TZVPD def2/J DEFGRID3
* xyz -1 3
Ni 1.4056 -0.1277 -1.2373
O 3.2245 1.8432 1.9177
C 2.5791 1.3659 0.9749
O 2.7300 0.2651 0.3748
C 1.4168 2.2288 0.4621
C 1.0959 3.4462 1.1141
C 0.0810 4.2090 0.6402
C -0.6682 3.7506 -0.4719
C -1.7725 4.4533 -1.0118
C -2.4704 3.9441 -2.0682
C -2.0967 2.6997 -2.6367
C -1.0303 2.0043 -2.1426
C -0.2905 2.5217 -1.0510
N 0.7703 1.7991 -0.5859
H 1.6991 3.7301 1.9640
H -0.1719 5.1609 1.0943
H -2.0641 5.3951 -0.5592
H -3.3202 4.4857 -2.4668
H -2.6710 2.2925 -3.4600
H -0.7263 1.0368 -2.5287
N 2.2913 2.8390 -4.2136
C 2.8193 2.0452 -5.1784
N 3.3497 2.6839 -6.2653
N 2.8398 0.7638 -5.1267
C 2.4484 0.1761 -3.9944
N 2.1095 -0.3295 -3.0148
H 2.6290 3.7832 -4.1497
H 2.0851 2.3910 -3.3298
H 2.8851 3.5278 -6.5566
H 3.5659 2.0484 -7.0160
C -0.0808 -1.2999 -1.0132
Ge -0.3659 -1.7698 0.8099
C -1.2056 -0.2555 1.7832
C -2.2228 0.4222 1.1016
C -2.8730 1.5151 1.6650
C -2.5019 1.9714 2.9267
C -1.4862 1.3225 3.6160
C -0.8507 0.2181 3.0512
C 1.2646 -2.4946 1.6253
C 2.0056 -1.9196 2.6592
C 3.1973 -2.4913 3.0934
C 3.6714 -3.6524 2.4991
C 2.9540 -4.2341 1.4587
C 1.7666 -3.6554 1.0263
C -1.7131 -3.2316 1.0029
C -1.4708 -4.3999 1.7333
C -2.4192 -5.4182 1.8117
C -3.6398 -5.2851 1.1627
C -3.9045 -4.1285 0.4355
C -2.9494 -3.1203 0.3576
H -0.9964 -1.3977 -1.6151
H -2.4940 0.1007 0.0983
H -3.6571 2.0217 1.1117
H -2.9966 2.8321 3.3640
H -1.1826 1.6780 4.5949
H -0.0717 -0.2791 3.6172
H 1.6862 -0.9891 3.1122
H 3.7651 -2.0135 3.8840
H 4.6049 -4.0930 2.8306
H 3.3265 -5.1313 0.9766
H 1.2247 -4.0996 0.1962
H -0.5222 -4.5179 2.2489
H -2.2044 -6.3173 2.3794
H -4.3796 -6.0763 1.2201
H -4.8546 -4.0160 -0.0757
H -3.1675 -2.2287 -0.2262
*
```

Its expectation value of S² is 2.03. As for the LUMO energy (spin up / spin down): 2.1 / 2.1 eV. The strongest force on any atom comes out at 0.0243 hartree/bohr.

These are the Mulliken partial charges, in e, on atoms 1 to 4: -0.16 -0.79 0.35 -0.69

Computed, not measured: an isolated ion of composition C31H26IO5 and charge +1 at a distorted geometry, with ωB97M-V/def2-TZVPD.

Geometry as ORCA input:
```
! RIJCOSX wB97M-V def2-TZVPD def2/J DEFGRID3
* xyz 1 1
C -4.3867 -3.6683 1.2376
C -3.9640 -2.3643 1.4923
C -3.0377 -1.7360 0.6465
C -2.5501 -2.4593 -0.4449
O -1.4630 -1.9981 -1.2102
C -0.2249 -1.8843 -0.5553
C 0.7255 -2.9267 -0.6455
C 1.7309 -2.9677 0.2851
C 1.8640 -2.0246 1.3302
C 2.8484 -2.3351 2.4204
C 3.4154 -1.1507 3.1407
C 4.8088 -0.9330 3.2282
C 5.3401 0.2038 3.8359
C 4.4998 1.1939 4.3630
C 3.1127 0.9999 4.3033
C 2.5854 -0.1643 3.6937
C 1.1070 -0.8363 1.1582
C -0.0015 -0.8170 0.2988
C -3.0410 -3.7289 -0.7700
C -3.9328 -4.3479 0.1092
H -5.0785 -4.1666 1.9240
H -4.3395 -1.8244 2.3686
H -2.6928 -0.7180 0.8456
H 0.5322 -3.7252 -1.3595
H 2.4508 -3.7936 0.2059
H 3.6143 -3.0192 2.0626
H 5.5034 -1.6912 2.8257
H 6.4314 0.3238 3.9243
H 4.9189 2.0863 4.8449
H 2.4485 1.7242 4.7539
H 1.5334 -0.3138 3.6982
H 1.2837 0.0553 1.7186
H -0.7219 0.0073 0.2963
H -2.6515 -4.2102 -1.6611
H -4.2483 -5.3627 -0.1112
C 3.5411 -6.3179 5.9449
C 4.5118 -5.2043 5.6082
C 5.8112 -5.3236 6.4269
O 4.8344 -5.2773 4.1910
C 3.8807 -4.8879 3.2660
O 4.0382 -5.2964 2.1275
C 2.9000 -3.6971 3.5008
I 0.7504 -4.5603 3.2217
C 0.8033 -6.4973 2.1738
C 1.4156 -6.6313 0.9335
C 1.3263 -7.8621 0.2755
C 0.6716 -8.9345 0.8777
C 0.1047 -8.7875 2.1491
C 0.1653 -7.5569 2.8000
C 2.9126 -3.4292 5.0046
O 2.1600 -2.5984 5.4630
O 3.8948 -3.9269 5.8616
H 2.6343 -6.2453 5.3197
H 4.0355 -7.2835 5.7776
H 3.2874 -6.2634 7.0117
H 6.5032 -4.5130 6.1793
H 5.5828 -5.2854 7.5006
H 6.2949 -6.2911 6.2230
H 1.9591 -5.7980 0.4927
H 1.7782 -7.9630 -0.7109
H 0.6047 -9.8889 0.3592
H -0.3945 -9.6239 2.6325
H -0.2837 -7.4140 3.7852
*
```

The energy relative to the best compared isomer or geometry (same formula, charge and spin) is 22.3 kcal/mol. As for the LUMO energy: -5.2 eV. The strongest force on any atom comes out at 0.0684 hartree/bohr.

These are the Mulliken partial charges, in e, on atoms 1 to 4: -0.51 -0.55 -0.25 0.36

Computed, not measured: C31H26N6O3SSrTe as an isolated structure at a distorted geometry, with ωB97M-V/def2-TZVPD.

Geometry as ORCA input:
```
! RIJCOSX wB97M-V def2-TZVPD def2/J DEFGRID3
* xyz -2 1
Sr 1.1237 -0.3247 1.4238
O 2.7636 -1.7895 0.4368
C 2.8218 -2.2858 -0.7576
C 3.5135 -3.4830 -1.0459
C 3.5389 -4.0117 -2.3236
C 2.8732 -3.3926 -3.3759
C 2.1781 -2.2146 -3.1201
C 2.1625 -1.6487 -1.8568
C 1.4012 -0.3968 -1.6117
N 0.1606 -0.3736 -1.9114
N -0.5412 0.8179 -1.8901
C -0.9584 1.2351 -0.7376
O -0.6717 0.7556 0.4204
C -1.8525 2.4404 -0.7672
C -2.1112 3.1170 0.4219
C -2.8931 4.2658 0.4224
C -3.4303 4.7451 -0.7633
C -3.1823 4.0679 -1.9528
C -2.3992 2.9242 -1.9564
H 4.0332 -3.9686 -0.2278
H 4.0866 -4.9317 -2.5064
H 2.8982 -3.8165 -4.3726
H 1.6394 -1.7077 -3.9131
H 1.9259 0.5009 -1.2526
H -1.6730 2.7320 1.3337
H -3.0721 4.7921 1.3521
H -4.0323 5.6458 -0.7648
H -3.5971 4.4398 -2.8827
H -2.1818 2.3893 -2.8716
O 0.8813 0.8340 3.4708
C 0.9134 0.5603 4.7411
C 0.3853 -0.6615 5.2357
C 0.3753 -0.9797 6.5786
C 0.8756 -0.0846 7.5205
C 1.3745 1.1287 7.0715
C 1.4026 1.4661 5.7238
C 1.9104 2.7923 5.3412
N 1.6772 3.9255 5.9705
C 2.4083 4.8762 5.2887
C 3.0709 4.3058 4.2431
N 2.7749 2.9697 4.3104
H -0.0369 -1.3477 4.5066
H -0.0323 -1.9334 6.8981
H 0.8713 -0.3233 8.5766
H 1.7500 1.8587 7.7797
H 2.4068 5.9101 5.5950
H 3.7394 4.6882 3.4904
H 2.9742 2.3054 3.5684
Te 4.1303 1.9973 0.7847
C 5.1097 0.5409 -0.3665
C 4.9414 0.2600 -1.6946
C 5.7423 -0.8207 -2.1596
C 6.5276 -1.3492 -1.1821
S 6.2678 -0.5353 0.3092
H 4.2449 0.8051 -2.3163
H 5.7051 -1.2059 -3.1702
H 7.2079 -2.1833 -1.2547
C 1.3197 5.1268 0.9108
C 1.0674 5.7531 -0.4148
N 1.6564 6.8204 -0.9072
C 1.0894 7.0168 -2.1458
C 0.1506 6.0627 -2.3981
N 0.1382 5.2693 -1.2791
H 1.8158 4.1561 0.8346
H 0.3806 4.9625 1.4441
H 1.9456 5.7867 1.5065
H 1.3938 7.8322 -2.7822
H -0.4888 5.8700 -3.2413
H -0.4019 4.4264 -1.1530
*
```

The energy relative to the best compared isomer or geometry (same formula, charge and spin) is 17.3 kcal/mol. As for the LUMO energy: 4.2 eV. The strongest force on any atom comes out at 0.0199 hartree/bohr.

These are the Mulliken partial charges, in e, on atoms 1 to 4: 1.80 -0.78 0.56 -0.60

Computed, not measured: C31H27BCrN7O6S2SeTe as an isolated structure at a distorted geometry, with ωB97M-V/def2-TZVPD.

Geometry as ORCA input:
```
! RIJCOSX wB97M-V def2-TZVPD def2/J DEFGRID3
* xyz -2 4
Cr -1.0295 0.6414 -0.6233
C 5.0544 -0.0749 2.8869
C 3.5519 -0.1150 2.9248
C 2.8566 0.4717 3.9744
C 1.4727 0.4761 3.9847
C 0.7781 -0.1048 2.9452
C 1.4471 -0.6982 1.8953
C 2.8319 -0.7049 1.8895
S -1.0099 -0.1522 2.9937
O -1.3597 -1.5502 3.0994
O -1.4252 0.6706 4.1131
N -1.4396 0.4475 1.5599
C -2.3191 1.4457 1.4229
C -3.2936 1.8522 2.3475
C -4.1100 2.9120 2.0238
C -3.9802 3.5253 0.7782
C -3.0653 3.0085 -0.1153
N -2.2439 2.0097 0.1912
H 5.4670 0.0327 3.8892
H 5.3807 0.7772 2.2883
H 5.4599 -0.9789 2.4349
H 3.4008 0.9358 4.7867
H 0.9127 0.9334 4.7838
H 0.8673 -1.1217 1.0890
H 3.3603 -1.1681 1.0669
H -3.3713 1.3303 3.2860
H -4.8643 3.2469 2.7251
H -4.5840 4.3804 0.5105
H -2.9764 3.4055 -1.1196
B 0.6153 3.2193 1.5299
N 1.4136 2.2604 0.6272
C 2.7378 2.3244 0.4570
C 3.0928 1.5106 -0.5996
C 1.8854 0.9780 -1.0333
N 0.8845 1.4308 -0.2751
N -0.0294 4.2508 0.5762
C -0.3761 5.5076 0.8810
C -0.9167 6.0959 -0.2475
C -0.8493 5.0875 -1.2080
N -0.3173 3.9874 -0.6947
H -0.2253 2.6517 2.1620
H 1.4032 3.7933 2.2351
H 3.3492 2.9412 1.0862
H 4.0735 1.3493 -1.0033
H 1.7105 0.3148 -1.8615
H -0.1980 5.9032 1.8649
H -1.2873 7.1004 -0.3518
H -1.1447 5.0984 -2.2398
Te -0.9052 1.7373 -2.9912
C -1.4474 0.2915 -4.4530
C -2.0787 -0.8979 -4.2604
C -2.2821 -1.6486 -5.4362
C -1.8148 -1.0227 -6.5450
S -1.1021 0.5018 -6.1434
H -2.3695 -1.2303 -3.2799
H -2.7681 -2.6098 -5.4393
H -1.8279 -1.3595 -7.5640
Se -4.7617 -2.2991 -1.0791
C -3.4716 -1.1536 -0.9422
N -2.6301 -0.3434 -0.9250
O 0.5352 -1.4241 -2.9959
C 0.2614 -1.8528 -1.8783
O -0.0805 -1.1526 -0.8771
C 0.3604 -3.3449 -1.5870
C -0.1249 -4.2587 -2.5123
C -0.1056 -5.6285 -2.2663
C 0.4506 -6.0391 -1.0793
O 0.6249 -7.3292 -0.6016
C 1.3081 -7.1855 0.6196
O 1.4914 -5.8235 0.9156
C 0.9614 -5.1304 -0.1575
C 0.9164 -3.7772 -0.3788
H -0.5415 -3.8864 -3.4349
H -0.5065 -6.3408 -2.9696
H 2.2981 -7.6815 0.5537
H 0.7295 -7.6705 1.4250
H 1.2908 -3.0787 0.3492
*
```

The energy relative to the best compared isomer or geometry (same formula, charge and spin) is 24.1 kcal/mol. Its expectation value of S² is 3.82. As for the LUMO energy (spin up / spin down): 4.1 / 4.1 eV. The strongest force on any atom comes out at 0.0373 hartree/bohr.

These are the Mulliken partial charges, in e, on atoms 1 to 4: -0.31 -1.50 0.86 -0.79

Computed, not measured: C31H27BN8O2SSr as an isolated structure, with ωB97M-V/def2-TZVPD.

Geometry as ORCA input:
```
! RIJCOSX wB97M-V def2-TZVPD def2/J DEFGRID3
* xyz -2 1
Sr 0.0728 0.8951 -0.1263
N -5.4248 2.2252 6.8287
C -4.3790 2.0809 5.9000
C -4.5837 2.3901 4.5577
C -3.5476 2.2870 3.6447
C -2.2945 1.8763 4.0692
C -2.0750 1.5729 5.4058
C -3.1119 1.6767 6.3177
S -0.9667 1.6881 2.9121
O 0.2363 2.1820 3.5377
O -1.4125 2.3889 1.7096
N -0.8735 0.1740 2.4738
C -0.0433 -0.7154 3.0891
N 0.5317 -1.5816 2.2249
C 1.3764 -2.4597 2.7318
C 1.6652 -2.5288 4.0886
C 1.0001 -1.6195 4.8889
N 0.1468 -0.7216 4.4186
H -6.3409 2.1345 6.4168
H -5.3353 1.6180 7.6290
H -5.5645 2.7175 4.2302
H -3.6917 2.5273 2.6000
H -1.0923 1.2394 5.7115
H -2.9437 1.4433 7.3634
H 1.8467 -3.1210 2.0114
H 2.3685 -3.2395 4.4977
H 1.1597 -1.6127 5.9647
B 3.4106 -1.1829 -0.4782
N 2.3407 -1.4912 -1.5572
C 2.5692 -2.0183 -2.7684
C 1.3617 -2.2128 -3.4083
C 0.4220 -1.7457 -2.4845
N 1.0095 -1.3273 -1.3690
N 3.6352 0.3604 -0.3203
C 4.8109 0.9991 -0.3203
C 4.6067 2.3166 0.0605
C 3.2282 2.3884 0.2668
N 2.6537 1.2092 0.0357
H 3.0684 -1.6368 0.5844
H 4.4635 -1.6383 -0.8710
H 3.5771 -2.2232 -3.0891
H 1.1870 -2.5960 -4.3984
H -0.6469 -1.6547 -2.5968
H 5.7125 0.4754 -0.5899
H 5.3377 3.1009 0.1495
H 2.6287 3.2392 0.5532
C -0.7656 1.8467 -2.3363
C -0.8442 2.7529 -3.1694
C -0.9491 3.8041 -4.1335
C -2.1815 3.9189 -4.8572
C -3.3423 3.2223 -4.4120
C -4.5447 3.2821 -5.0817
C -4.6945 4.0204 -6.2581
C -3.5655 4.6733 -6.7445
C -2.3542 4.6275 -6.0795
C 0.1963 4.6599 -4.2925
C 0.1665 5.9642 -4.8566
C 1.2970 6.7552 -4.9486
C 2.5338 6.3164 -4.4856
C 2.5874 5.0548 -3.8926
C 1.4654 4.2583 -3.7905
H -3.2485 2.6293 -3.5108
H -5.3964 2.7391 -4.6805
H -5.6424 4.0670 -6.7814
H -3.6286 5.2228 -7.6806
H -1.4972 5.1013 -6.5364
H -0.7796 6.3777 -5.1753
H 1.2073 7.7497 -5.3782
H 3.4166 6.9408 -4.5638
H 3.5293 4.6835 -3.4997
H 1.5334 3.2871 -3.3166
*
```

The energy relative to the best compared isomer or geometry (same formula, charge and spin) is 0.0 kcal/mol. As for the LUMO energy: 3.8 eV. The strongest force on any atom comes out at 0.0079 hartree/bohr.

These are the Mulliken partial charges, in e, on atoms 1 to 4: 2.01 -0.63 1.09 -0.66

Computed, not measured: C31H27BN8O2SSr as an isolated structure at a distorted geometry, with ωB97M-V/def2-TZVPD.

Geometry as ORCA input:
```
! RIJCOSX wB97M-V def2-TZVPD def2/J DEFGRID3
* xyz -2 1
Sr 0.7593 1.3514 -0.5102
N -5.2667 2.9853 -6.1449
C -4.3618 2.7788 -5.0900
C -3.0680 3.2961 -5.1551
C -2.1881 3.1214 -4.1015
C -2.5969 2.4267 -2.9711
C -3.8906 1.9118 -2.8859
C -4.7636 2.0982 -3.9393
S -1.4762 2.0795 -1.6761
O -2.1948 2.1404 -0.4272
O -0.3685 3.0507 -1.7782
N -0.8353 0.6628 -1.9328
C -1.3289 -0.4890 -1.2459
N -0.3522 -1.2745 -0.7541
C -0.7765 -2.3484 -0.0730
C -2.1070 -2.6430 0.1106
C -3.0129 -1.7617 -0.4448
N -2.6442 -0.6811 -1.1292
H -4.8247 3.0847 -7.0452
H -6.0093 2.3052 -6.1858
H -2.7457 3.8339 -6.0408
H -1.1900 3.5401 -4.1472
H -4.1850 1.3544 -2.0039
H -5.7718 1.7032 -3.8750
H -0.0030 -2.9764 0.3552
H -2.4147 -3.5127 0.6718
H -4.0793 -1.9195 -0.3286
B 4.4124 -0.1555 -3.0876
N 4.4093 -0.2254 -1.5301
C 5.3352 -0.9031 -0.8227
C 5.2196 -0.5546 0.5098
C 4.1594 0.3714 0.5231
N 3.6766 0.5696 -0.6977
N 2.9948 0.1412 -3.7039
C 2.5890 -0.3130 -4.8955
C 1.4725 0.4059 -5.2890
C 1.2760 1.2975 -4.2251
N 2.1892 1.1424 -3.2598
H 5.1853 0.7275 -3.4651
H 4.7701 -1.2520 -3.5098
H 6.0073 -1.5840 -1.3258
H 5.7951 -0.9241 1.3457
H 3.6803 0.8691 1.3557
H 3.1354 -1.1065 -5.3800
H 0.8942 0.2970 -6.1914
H 0.4947 2.0421 -4.1017
C 1.3937 1.1368 1.9093
C 0.9637 0.4403 2.8541
C 0.5131 -0.4280 3.9129
C -0.0719 0.1706 5.0811
C -0.3876 1.5674 5.1101
C -0.9368 2.1837 6.2211
C -1.2065 1.4821 7.4014
C -0.8663 0.1303 7.4204
C -0.3162 -0.5065 6.3160
C 0.6438 -1.8548 3.6972
C -0.1949 -2.8550 4.2722
C -0.0344 -4.2105 4.0013
C 0.9665 -4.6718 3.1436
C 1.7805 -3.7093 2.5377
C 1.6152 -2.3570 2.7870
H -0.1794 2.1441 4.2178
H -1.1618 3.2457 6.1678
H -1.6436 1.9682 8.2644
H -1.0240 -0.4498 8.3252
H -0.0214 -1.5403 6.4195
H -1.0216 -2.5480 4.8983
H -0.7164 -4.9197 4.4625
H 1.0992 -5.7283 2.9460
H 2.5660 -4.0195 1.8530
H 2.2409 -1.6343 2.2789
*
```

The energy relative to the best compared isomer or geometry (same formula, charge and spin) is 40.1 kcal/mol. As for the LUMO energy: 3.7 eV. The strongest force on any atom comes out at 0.1212 hartree/bohr.

These are the Mulliken partial charges, in e, on atoms 1 to 4: 1.60 -0.62 1.14 -0.85

Computed, not measured: C31H27BrN2O7PS as an isolated structure at a distorted geometry, with ωB97M-V/def2-TZVPD.

Geometry as ORCA input:
```
! RIJCOSX wB97M-V def2-TZVPD def2/J DEFGRID3
* xyz -1 1
C -5.8249 4.6158 0.7021
C -4.9119 3.4490 0.9495
C -4.8283 2.8963 2.2296
C -3.9814 1.8219 2.4900
C -3.1498 1.3283 1.4768
S -1.9998 0.0075 1.8308
O -2.2353 -0.4884 3.1599
O -1.8167 -0.8653 0.6980
N -0.3622 0.7628 1.8625
C -0.1236 1.9529 2.5702
C -0.9112 2.6171 3.5083
C -0.4935 3.8782 3.9371
C 0.7401 4.4014 3.5010
C 1.5596 3.6787 2.6223
Br 3.2882 4.3097 2.1835
C 1.1033 2.4654 2.1191
C 1.5716 1.5223 1.0912
N 2.5422 1.9432 0.1047
O 3.6627 1.4038 0.0778
O 2.1962 2.8830 -0.6426
C 0.6740 0.4795 1.0258
C -3.2680 1.8322 0.1755
C -4.1364 2.8953 -0.0757
H -5.8293 4.8859 -0.3565
H -6.8525 4.3838 1.0058
H -5.5102 5.4938 1.2795
H -5.4334 3.3175 3.0356
H -3.9359 1.3961 3.4899
H -1.8143 2.1567 3.8993
H -1.1092 4.4635 4.6184
H 1.0700 5.3725 3.8570
H 0.6393 -0.4967 0.4772
H -2.6792 1.3984 -0.6287
H -4.2179 3.3093 -1.0832
C 3.0351 -4.2376 3.2122
C 3.4045 -3.3529 2.0544
O 2.1871 -2.6952 1.6060
C 2.4220 -1.9497 0.5014
C 1.1689 -1.3834 -0.1032
P 1.4933 -0.9637 -1.8440
C 2.5069 -2.2177 -2.6762
C 2.3956 -3.5939 -2.4388
C 3.1902 -4.4911 -3.1630
C 4.1023 -4.0239 -4.1143
C 4.2173 -2.6482 -4.3453
C 3.4247 -1.7518 -3.6265
C -0.1575 -1.0549 -2.6166
C -0.7989 -2.2627 -2.9074
C -2.0788 -2.2452 -3.4744
C -2.7025 -1.0286 -3.7673
C -2.0528 0.1779 -3.4824
C -0.7856 0.1641 -2.8957
O 2.0600 0.4056 -2.0196
O 3.5539 -1.8185 0.0541
H 3.8968 -4.8510 3.4820
H 2.7608 -3.6431 4.0879
H 2.2049 -4.9044 2.9617
H 4.1263 -2.5840 2.3532
H 3.8267 -3.9494 1.2355
H 0.4027 -2.1742 -0.0954
H 1.6922 -3.9739 -1.6960
H 3.0912 -5.5614 -2.9752
H 4.7243 -4.7257 -4.6730
H 4.9248 -2.2675 -5.0823
H 3.5194 -0.6763 -3.7854
H -0.3060 -3.2108 -2.6904
H -2.5836 -3.1886 -3.6876
H -3.6963 -1.0159 -4.2171
H -2.5251 1.1333 -3.7125
H -0.2673 1.0933 -2.6506
*
```

As for the LUMO energy: 2.1 eV. The strongest force on any atom comes out at 0.1937 hartree/bohr.

These are the Mulliken partial charges, in e, on atoms 1 to 4: -1.47 1.06 -0.65 -0.50